Density functional theory data (wB97M-V/def2-TZVPD) for one molecule with the formula CN2O4S.

**Energy relative to the best compared isomer or geometry (same formula, charge and spin)**: 51.27 kcal/mol
**HOMO level (spin up / spin down)**: -11.39 / -11.39 eV
**SMILES**: N#CS(=O)(=O)[N+](=O)[O-]

The geometry in ORCA input format:
```
! wB97M-V def2-TZVPD RIJCOSX def2/J DEFGRID3
* xyz 0 1
N -2.143 -0.953 -1.050
C -1.042 -0.843 -0.740
S 0.693 -0.650 -0.246
O 1.506 -0.301 -1.340
O 0.956 -1.754 0.615
N 0.358 1.216 0.867
O -0.746 1.684 0.669
O 1.314 1.628 1.432
*
```